(1)
ORCA calculation (the ωB97M-V functional and the def2-TZVPD basis) on C30H37BrFeN7OSSi2 as an isolated structure.

## Properties
Charge: -1
LUMO level (alpha / beta) (eV): 2.3 / 2.3
E_HOMO (alpha / beta) (hartree): -0.1529 / -0.1530
ΔE to the lowest compared entry with this formula, charge and spin (kJ/mol): 143.6
Max |F| (eV/A): 0.8
Orbital gap (alpha / beta) (eV): 6.487 / 6.490

Atoms and positions in Å:
Fe (1.005, 0.629, 0.055)
C (2.804, 1.273, 3.856)
C (2.427, 0.898, 2.459)
N (1.257, 1.049, 1.947)
N (0.304, 1.772, 2.635)
C (-0.087, 2.753, 1.862)
N (-1.012, 3.620, 2.376)
S (0.559, 3.034, 0.276)
C (3.429, 0.497, 1.467)
C (4.740, 0.138, 1.758)
C (5.603, -0.148, 0.717)
C (5.142, -0.062, -0.589)
C (3.824, 0.299, -0.805)
N (2.992, 0.580, 0.196)
H (2.004, 1.857, 4.301)
H (3.731, 1.848, 3.870)
H (2.954, 0.373, 4.459)
H (-1.519, 3.292, 3.183)
H (-1.536, 4.163, 1.712)
H (5.063, 0.067, 2.788)
H (6.624, -0.444, 0.920)
H (5.784, -0.286, -1.430)
H (3.388, 0.364, -1.794)
Br (-3.847, 6.102, 1.021)
C (-4.166, 4.816, -0.345)
C (-3.163, 4.535, -1.259)
C (-3.391, 3.593, -2.248)
C (-4.615, 2.929, -2.314)
C (-5.617, 3.254, -1.409)
C (-5.395, 4.188, -0.409)
N (-4.971, 2.040, -3.380)
N (-4.192, 1.189, -3.847)
C (-2.920, 0.920, -3.286)
C (-1.862, 0.881, -4.174)
C (-0.537, 0.823, -3.758)
C (-0.220, 0.736, -2.394)
O (0.963, 0.670, -1.927)
C (-1.331, 0.648, -1.472)
N (-0.977, 0.493, -0.169)
C (-1.914, 0.344, 0.734)
C (-3.278, 0.299, 0.391)
C (-3.655, 0.476, -0.909)
C (-2.669, 0.706, -1.895)
H (-2.200, 5.024, -1.196)
H (-2.596, 3.361, -2.945)
H (-6.578, 2.764, -1.502)
H (-6.171, 4.429, 0.305)
H (-2.095, 0.966, -5.230)
H (0.272, 0.827, -4.476)
H (-1.585, 0.251, 1.759)
H (-4.013, 0.120, 1.165)
H (-4.698, 0.432, -1.190)
C (1.656, -2.126, -2.893)
Si (1.209, -2.870, -1.215)
C (2.588, -4.153, -0.938)
C (-0.351, -3.880, -1.602)
C (1.045, -1.726, 0.202)
Si (0.731, -2.501, 1.831)
C (-0.304, -1.594, 3.140)
C (2.346, -2.890, 2.758)
C (-0.190, -4.157, 1.737)
H (1.876, -2.956, -3.575)
H (2.524, -1.466, -2.861)
H (0.830, -1.556, -3.317)
H (2.701, -4.817, -1.801)
H (2.389, -4.772, -0.058)
H (3.544, -3.647, -0.770)
H (-0.302, -4.228, -2.639)
H (-1.250, -3.266, -1.503)
H (-0.469, -4.754, -0.961)
H (2.054, -1.312, 0.281)
H (0.039, -0.593, 3.401)
H (-0.280, -2.207, 4.047)
H (-1.353, -1.520, 2.840)
H (2.930, -1.977, 2.911)
H (2.973, -3.579, 2.185)
H (2.152, -3.333, 3.740)
H (-1.090, -4.089, 1.123)
H (-0.491, -4.451, 2.747)
H (0.432, -4.958, 1.328)

(2)
ORCA calculation (the ωB97M-V functional and the def2-TZVPD basis) on a 3-piece molecular cluster, CH6N2O overall at a distorted geometry.

## Properties
Spin multiplicity: 3
LUMO level (alpha / beta) (eV): 0.4 / -1.3
E_HOMO (alpha / beta) (hartree): -0.2101 / -0.3195
ΔE to the lowest compared entry with this formula, charge and spin (kJ/mol): 135.4
Max |F| (eV/A): 6.1
⟨S²⟩: 2.007
Orbital gap (alpha / beta) (eV): 6.162 / 7.427

Atoms and positions in Å:
C (-1.460, -0.529, 0.031)
N (1.265, 0.684, 0.024)
N (1.259, -0.674, 0.140)
O (-1.431, 0.721, 0.037)
H (-1.826, -1.040, -0.814)
H (-1.708, -1.157, 0.937)
H (1.714, 1.016, -0.780)
H (1.758, 1.156, 0.876)
H (0.504, -1.188, -0.417)
H (-0.075, 1.009, -0.033)

(3)
ORCA calculation (the ωB97M-V functional and the def2-TZVPD basis) on C5H10O5 as an isolated structure at a distorted geometry.

## Properties
LUMO level (eV): 0.3
E_HOMO (hartree): -0.3449
ΔE to the lowest compared entry with this formula, charge and spin (kJ/mol): 860.9
Max |F| (eV/A): 15.6
Orbital gap (eV): 9.714

Atoms and positions in Å:
C (-2.107, 0.240, -0.144)
C (-0.775, -0.070, -0.374)
C (1.189, -1.305, 0.242)
C (1.618, 0.211, 0.100)
C (0.334, 0.863, 0.110)
H (-3.902, -0.623, 0.906)
H (-2.251, 1.101, 0.011)
H (-2.491, -0.139, -1.316)
H (-0.636, -0.258, -1.504)
H (1.417, -1.572, 1.193)
H (1.851, -2.687, -0.854)
H (2.015, -0.082, -0.730)
H (2.680, 1.562, 1.017)
H (-0.175, 1.221, 1.263)
H (-0.430, 2.819, -0.567)
O (-2.667, -0.722, 0.788)
O (-0.300, -1.348, 0.223)
O (1.718, -1.874, -0.855)
O (2.469, 0.526, 1.203)
O (0.444, 2.138, -0.713)

(4)
ORCA calculation (the ωB97M-V functional and the def2-TZVPD basis) on an isolated ion of composition C3H5BrN3 and charge +1 at a distorted geometry.

## Properties
Charge: +1
LUMO level (eV): -5.3
E_HOMO (hartree): -0.5090
ΔE to the lowest compared entry with this formula, charge and spin (kJ/mol): 429.8
Max |F| (eV/A): 3.1
Orbital gap (eV): 8.584

Atoms and positions in Å:
C (2.048, 0.841, -0.686)
C (0.905, 0.357, 1.123)
C (-2.421, -1.145, 0.012)
N (0.844, 0.778, -1.180)
N (0.119, 0.544, -0.010)
N (2.110, 0.614, 0.617)
Br (-1.695, 0.754, -0.009)
H (2.967, 0.881, -1.231)
H (-1.905, -1.776, -0.599)
H (-3.439, -1.080, -0.507)
H (-2.261, -1.470, 1.083)
H (2.729, 0.703, 1.387)

(5)
ORCA calculation (the ωB97M-V functional and the def2-TZVPD basis) on C5H11N2O3 as an isolated structure at a distorted geometry.

## Properties
Charge: +1
LUMO level (eV): -4.7
E_HOMO (hartree): -0.5398
ΔE to the lowest compared entry with this formula, charge and spin (kJ/mol): 513.8
Max |F| (eV/A): 5.8
Orbital gap (eV): 10.006

Atoms and positions in Å:
C (0.808, -0.238, 0.949)
C (3.253, 0.085, -1.432)
C (-3.068, 0.309, -0.728)
C (-2.355, -0.155, 1.550)
C (3.061, 0.100, 0.103)
N (-0.692, -0.101, -0.132)
N (-1.960, -0.028, 0.208)
O (0.526, -0.760, 1.967)
O (-0.440, -0.116, -1.349)
O (1.671, 0.427, 0.273)
H (2.453, -0.591, -1.929)
H (3.125, 1.073, -1.797)
H (4.143, -0.417, -1.508)
H (-2.830, -0.107, -1.757)
H (-3.887, -0.266, -0.377)
H (-3.157, 1.303, -0.820)
H (-1.515, -0.165, 2.197)
H (-3.093, 0.554, 1.708)
H (-2.857, -1.061, 1.627)
H (3.608, 0.935, 0.526)
H (3.205, -0.781, 0.723)

(6)
ORCA calculation (the ωB97M-V functional and the def2-TZVPD basis) on the molecule C3H2N2S at a distorted geometry.

## Properties
LUMO level (eV): -2.4
E_HOMO (hartree): -0.3573
ΔE to the lowest compared entry with this formula, charge and spin (kJ/mol): 112.5
Max |F| (eV/A): 1.1
SMILES: S=C1C=NN=C1
Orbital gap (eV): 7.294

Atoms and positions in Å:
C (-0.126, 0.324, -0.062)
C (1.202, -0.116, 0.436)
C (-0.789, -0.995, -0.236)
H (2.025, 0.518, 0.689)
H (-1.793, -1.169, -0.566)
N (1.278, -1.394, 0.526)
N (-0.001, -1.953, 0.101)
S (-0.680, 1.800, -0.334)

(7)
ORCA calculation (the ωB97M-V functional and the def2-TZVPD basis) on C39H50Br57N2O4P as an isolated structure at a distorted geometry.

## Properties
LUMO level (eV): -0.8
E_HOMO (hartree): -0.3012
Max |F| (eV/A): 10.7
Orbital gap (eV): 7.404

Atoms and positions in Å:
C (-4.497, -0.313, 1.574)
C (-4.186, -0.727, 0.019)
C (-3.256, -2.062, -0.176)
C (-1.664, -1.849, 0.232)
C (-1.330, -1.950, 1.868)
O (-2.428, -2.535, 2.651)
C (-1.990, -3.676, 3.469)
C (-0.852, -0.549, -0.348)
C (-1.151, 0.952, 0.235)
O (-0.848, 1.905, -0.861)
C (-2.073, 2.398, -1.509)
C (-2.572, 1.530, -2.809)
C (0.698, -1.014, 0.041)
O (1.706, -0.315, 0.574)
N (0.659, -2.491, -0.334)
C (-0.773, -3.019, -0.561)
C (-0.710, -4.527, 0.078)
C (0.463, -5.478, -0.641)
O (1.740, -5.484, -0.168)
C (0.175, -6.495, -1.907)
C (1.422, -7.004, -2.872)
C (1.184, -7.996, -4.190)
C (-0.354, -8.475, -4.519)
C (-1.637, -8.054, -3.581)
C (-1.338, -7.075, -2.298)
P (-0.845, -3.100, -2.466)
N (-2.128, -3.999, -2.986)
H (-4.973, -1.172, 2.214)
H (-5.266, 0.593, 1.540)
H (-3.545, 0.107, 2.143)
H (-3.707, 0.157, -0.598)
H (-5.231, -0.967, -0.505)
H (-3.782, -2.927, 0.455)
H (-3.398, -2.400, -1.313)
H (-1.125, -0.874, 2.343)
H (-0.367, -2.581, 2.097)
H (-2.862, -3.865, 4.263)
H (-1.940, -4.690, 2.841)
H (-1.022, -3.483, 4.107)
H (-0.770, -0.362, -1.500)
H (-2.202, 1.101, 0.727)
H (-0.356, 1.198, 1.091)
H (-2.970, 2.545, -0.763)
H (-1.815, 3.490, -1.917)
H (-3.737, 1.711, -2.995)
H (-2.018, 1.946, -3.758)
H (-2.435, 0.367, -2.709)
H (1.062, -2.608, -1.299)
H (-0.483, -4.576, 1.225)
H (-1.720, -5.125, -0.090)
H (2.537, -6.674, -2.653)
H (2.060, -8.354, -4.895)
H (-0.576, -9.145, -5.457)
H (-2.753, -8.368, -3.772)
H (-2.222, -6.714, -1.589)
H (0.329, -3.775, -2.995)
H (-1.013, -1.804, -3.117)
H (-2.639, -4.295, -2.124)
C (-1.589, 6.034, 0.651)
Br (-1.432, 6.175, -1.283)
Br (-1.999, 7.750, 1.471)
Br (-2.861, 4.659, 1.176)
H (-0.610, 5.725, 1.030)
C (2.995, -2.733, 3.207)
Br (2.215, -2.349, 1.467)
Br (1.763, -3.707, 4.354)
Br (4.707, -3.643, 3.047)
H (3.189, -1.770, 3.690)
C (2.435, 0.499, 6.322)
Br (1.280, 0.461, 4.758)
Br (1.949, -0.871, 7.615)
Br (4.316, 0.400, 5.836)
H (2.281, 1.467, 6.810)
C (2.459, 8.530, 1.463)
Br (1.765, 6.874, 0.713)
Br (1.033, 9.694, 2.092)
Br (3.785, 8.197, 2.847)
H (2.970, 9.059, 0.652)
C (-5.341, 8.540, -0.635)
Br (-5.184, 8.681, -2.569)
Br (-5.751, 10.256, 0.184)
Br (-6.613, 7.165, -0.110)
H (-4.361, 8.231, -0.257)
C (-0.616, 2.889, 7.537)
Br (-2.033, 4.206, 7.329)
Br (1.102, 3.726, 7.903)
Br (-1.066, 1.547, 8.872)
H (-0.521, 2.368, 6.579)
C (4.305, 2.108, -0.913)
Br (2.888, 3.425, -1.122)
Br (6.023, 2.944, -0.548)
Br (3.855, 0.766, 0.421)
H (4.401, 1.587, -1.872)
C (0.960, -4.557, 9.264)
Br (1.118, -4.416, 7.330)
Br (0.551, -2.841, 10.084)
Br (-0.311, -5.932, 9.789)
H (1.940, -4.866, 9.643)
C (-3.927, -10.324, -0.412)
Br (-2.063, -10.479, 0.123)
Br (-4.462, -8.468, -0.642)
Br (-4.319, -11.392, -1.990)
H (-4.529, -10.731, 0.407)
C (-5.126, 13.459, 2.224)
Br (-6.702, 13.464, 3.364)
Br (-4.476, 15.260, 1.878)
Br (-3.725, 12.308, 2.930)
H (-5.430, 13.038, 1.260)
C (-0.066, -10.114, -8.636)
Br (-1.483, -8.797, -8.844)
Br (1.652, -9.277, -8.271)
Br (-0.516, -11.456, -7.302)
H (0.030, -10.635, -9.594)
C (-7.703, 1.022, -1.266)
Br (-7.673, -0.510, -0.067)
Br (-9.231, 2.177, -0.927)
Br (-6.027, 2.009, -1.222)
H (-7.817, 0.631, -2.282)
C (3.731, 11.837, -1.161)
Br (2.815, 13.324, -0.305)
Br (5.105, 11.075, -0.014)
Br (2.483, 10.485, -1.792)
H (4.239, 12.240, -2.044)
C (7.291, 3.365, 7.625)
Br (6.511, 3.750, 5.885)
Br (6.058, 2.391, 8.772)
Br (9.003, 2.456, 7.465)
H (7.485, 4.328, 8.109)
C (7.031, -1.299, -1.504)
Br (6.250, -0.915, -3.244)
Br (5.798, -2.273, -0.356)
Br (8.743, -2.209, -1.663)
H (7.224, -0.336, -1.020)
C (-6.214, 10.030, -6.205)
Br (-7.532, 8.685, -5.719)
Br (-5.133, 9.469, -7.722)
Br (-7.030, 11.770, -6.501)
H (-5.536, 10.136, -5.351)
C (8.724, -3.614, -5.590)
Br (7.943, -3.230, -7.329)
Br (7.491, -4.588, -4.442)
Br (10.436, -4.524, -5.749)
H (8.917, -2.651, -5.106)
C (7.367, -6.743, 0.966)
Br (7.668, -5.369, 2.310)
Br (6.042, -8.044, 1.545)
Br (6.920, -5.976, -0.765)
H (8.312, -7.282, 0.842)
C (1.064, 1.887, -5.091)
Br (-0.462, 1.008, -5.919)
Br (0.519, 3.376, -3.965)
Br (2.190, 0.626, -4.128)
H (1.671, 2.304, -5.901)

(8)
ORCA calculation (the ωB97M-V functional and the def2-TZVPD basis) on a 2-piece molecular cluster, C3H8O2 overall at a distorted geometry.

## Properties
LUMO level (eV): 0.9
E_HOMO (hartree): -0.3580
ΔE to the lowest compared entry with this formula, charge and spin (kJ/mol): 238.2
Max |F| (eV/A): 3.9
SMILES: C=O.CCO
Orbital gap (eV): 10.649

Atoms and positions in Å:
O (2.321, -1.843, 1.502)
C (2.645, -0.730, 1.054)
H (1.914, -0.203, 0.425)
H (3.497, -0.222, 1.551)
C (-1.035, 0.133, 0.106)
O (-0.118, -0.934, -0.170)
C (-1.546, 1.044, -1.019)
H (-0.298, 0.722, 0.612)
H (-1.762, -0.226, 0.802)
H (-0.577, -1.458, -0.764)
H (-2.521, 1.435, -0.841)
H (-1.640, 0.399, -2.025)
H (-0.880, 1.884, -1.233)

Please write out number 5 again, unchanged.
ORCA calculation (the ωB97M-V functional and the def2-TZVPD basis) on C5H11N2O3 as an isolated structure at a distorted geometry.

## Properties
Charge: +1
LUMO level (eV): -4.7
E_HOMO (hartree): -0.5398
ΔE to the lowest compared entry with this formula, charge and spin (kJ/mol): 513.8
Max |F| (eV/A): 5.8
Orbital gap (eV): 10.006

Atoms and positions in Å:
C (0.808, -0.238, 0.949)
C (3.253, 0.085, -1.432)
C (-3.068, 0.309, -0.728)
C (-2.355, -0.155, 1.550)
C (3.061, 0.100, 0.103)
N (-0.692, -0.101, -0.132)
N (-1.960, -0.028, 0.208)
O (0.526, -0.760, 1.967)
O (-0.440, -0.116, -1.349)
O (1.671, 0.427, 0.273)
H (2.453, -0.591, -1.929)
H (3.125, 1.073, -1.797)
H (4.143, -0.417, -1.508)
H (-2.830, -0.107, -1.757)
H (-3.887, -0.266, -0.377)
H (-3.157, 1.303, -0.820)
H (-1.515, -0.165, 2.197)
H (-3.093, 0.554, 1.708)
H (-2.857, -1.061, 1.627)
H (3.608, 0.935, 0.526)
H (3.205, -0.781, 0.723)

Question: Which formula does entry 6 have?
Answer: C3H2N2S